Record 1
Below is a molecular structure, C32H56HgN4O2S3, with properties calculated with the ωB97M-V functional and the def2-TZVPD basis.

```
98
C32H56HgN4O2S3 (the ωB97M-V functional and the def2-TZVPD basis)
Hg 0.31 -1.07 -0.39
S -1.17 -3.46 -1.41
S 4.53 3.75 -3.06
S 3.66 -3.33 -2.59
O 4.79 -3.54 -1.62
O 3.39 2.90 -3.51
N -3.26 -3.35 0.26
N -2.86 1.25 -4.59
N -3.54 -2.17 -1.71
N -2.82 -1.75 -2.77
C 0.50 1.55 6.11
C -5.19 0.11 4.86
C 5.24 4.55 -4.53
C 6.33 -1.05 -2.66
C 5.86 2.74 -2.57
C -0.63 2.07 -4.98
C -2.94 0.45 3.81
C -0.10 0.87 -4.54
C -0.98 -0.11 -4.06
C -0.69 1.03 4.06
C 1.56 2.12 3.85
C 5.58 -1.61 -3.88
C 0.72 1.06 4.68
C -1.35 2.01 3.35
C -1.70 0.10 4.40
C -3.80 -1.87 4.15
C -2.01 2.26 -4.92
C 3.35 -6.09 -3.34
C -4.72 -0.52 2.30
C -3.35 -0.76 -3.48
C -5.03 2.89 2.56
C -4.24 -0.42 3.77
C -2.74 -3.01 -0.94
C 3.71 -4.71 -3.83
C -2.68 1.77 3.18
C -3.19 2.65 0.94
C -3.04 4.29 2.89
C -3.52 2.84 2.44
C -2.39 0.17 -4.03
C 4.06 -1.95 -3.83
C 1.82 -6.30 -2.93
C 1.42 -0.26 4.72
H 6.79 3.30 -2.55
H 2.94 -4.41 -4.52
H 1.19 -6.10 -3.86
H 1.41 1.55 6.72
H -5.47 2.00 2.07
H 6.03 -1.66 -1.77
H -2.06 4.53 2.45
H -2.56 3.23 -5.08
H 1.46 -0.70 3.69
H -2.18 2.89 0.65
H -2.99 4.38 3.95
H -3.89 3.28 0.39
H 5.33 3.83 -5.35
H -4.23 -3.11 0.49
H 6.02 1.85 -3.29
H -3.84 -0.89 1.74
H -5.40 2.92 3.62
H 0.94 0.76 -4.44
H -4.75 -2.43 4.04
H -3.45 -2.07 5.16
H -0.88 2.93 3.06
H 7.41 -1.04 -2.84
H 1.51 -5.55 -2.12
H -4.61 0.29 5.81
H 1.70 -7.25 -2.52
H 0.05 2.54 6.15
H -4.39 -0.48 -3.52
H 4.51 5.33 -4.87
H 3.63 -6.83 -4.06
H -0.13 0.79 6.57
H 1.52 1.79 2.81
H 3.89 -6.37 -2.41
H 2.47 -0.12 5.03
H 1.04 3.08 3.99
H -1.54 -0.84 4.95
H -3.84 5.05 2.62
H 5.53 2.30 -1.60
H -5.97 -0.70 5.06
H 6.11 -2.55 -4.20
H -2.82 -3.98 0.94
H -3.36 1.60 0.60
H -5.11 0.43 1.86
H 5.79 -0.88 -4.72
H 4.66 -4.62 -4.34
H 6.25 5.04 -4.25
H 3.67 -2.29 -4.77
H 2.58 2.20 4.25
H -5.50 -1.27 2.15
H 0.85 -1.02 5.29
H 3.54 -1.06 -3.53
H -3.12 -2.18 3.34
H -5.43 3.71 2.02
H -0.59 -1.10 -3.69
H 0.03 2.80 -5.41
H -5.71 1.03 4.46
H 6.09 -0.02 -2.39
```

Summary:
Multiplicity: 2
Net charge: -1
E: -80824.017 eV
Relative energy (zero: lowest compared OMol25 entry of this formula, charge and spin): 2.089 eV
<S²>: 0.768
M: 825.617 g mol⁻¹

Record 2
Below is C7H10O3 in the gas phase, with properties calculated with the ωB97M-V functional and the def2-TZVPD basis.

```
20
C7H10O3 (the ωB97M-V functional and the def2-TZVPD basis)
O 2.31 -1.73 1.23
O 0.37 -0.67 -1.49
O 3.07 -0.27 -0.16
C 2.14 -0.78 0.40
C -1.34 1.05 -0.63
C 1.11 -2.28 1.57
C -0.05 -1.60 0.87
C 0.70 -0.54 0.00
C 1.03 1.77 -1.24
C 0.11 0.56 -0.87
H 1.23 -3.36 1.43
H 1.11 -2.16 2.65
H -2.07 0.31 -0.16
H -0.55 -2.32 0.26
H 0.76 2.56 -0.62
H -1.83 1.44 -1.48
H -1.27 1.94 0.04
H -0.73 -1.02 1.57
H 2.09 1.60 -1.44
H 0.66 2.03 -2.16
```

Summary:
E: -13561.598 eV
Relative energy (zero: lowest compared OMol25 entry of this formula, charge and spin): 1.719 eV
SMILES string: CC1(C)O[C@]12CCOC2=O
M: 142.154 g mol⁻¹

Record 3
Below is a molecular structure, C13H30MnN5O7P2S2, with properties calculated with the ωB97M-V functional and the def2-TZVPD basis.

```
60
C13H30MnN5O7P2S2 (the ωB97M-V functional and the def2-TZVPD basis)
Mn -0.32 0.48 0.33
S -0.28 1.12 -4.37
S -2.54 -1.76 -0.11
P 2.69 1.29 2.27
P 3.12 0.78 -0.53
O 4.20 -0.28 -0.09
O 3.69 0.18 2.46
O 2.94 2.39 3.43
O 1.23 1.01 2.17
O 1.74 0.28 -0.68
O 3.68 1.32 -1.92
O 4.64 2.47 0.85
N 0.50 -1.60 1.10
N -1.57 -0.38 2.46
N 0.36 2.63 -2.15
N -1.17 -0.50 -2.64
N -0.70 0.54 -1.90
C -1.55 -1.40 -4.88
C 3.27 2.11 0.72
C -3.46 -1.59 1.44
C -0.95 -1.49 3.16
C -1.35 2.32 0.97
C -1.34 -3.08 0.28
C -3.05 -1.27 -5.12
C -1.04 -0.38 -3.90
C 0.42 -1.86 2.54
C -0.17 1.54 -2.62
C 0.13 -2.68 0.21
C -3.00 -0.42 2.31
C 2.46 3.33 0.34
H 2.57 4.08 1.12
H 2.84 3.75 -0.60
H -1.59 -3.48 1.26
H -3.41 -2.02 -5.82
H 4.18 -0.31 0.91
H -2.42 2.36 0.70
H -0.92 3.15 0.44
H -3.29 0.51 1.81
H 0.64 -2.91 2.77
H 1.19 -1.25 3.01
H -3.59 -1.38 -4.18
H 1.45 -1.30 0.89
H -1.26 2.57 2.03
H -1.32 -2.39 -4.48
H 2.92 1.50 -2.50
H -1.01 -1.30 -5.82
H -4.50 -1.44 1.17
H 0.68 3.16 -2.96
H 0.72 -3.59 0.41
H -0.80 -1.29 4.23
H -3.55 -0.46 3.26
H -1.50 -3.88 -0.44
H 0.36 -2.35 -0.81
H -3.42 -2.54 1.98
H 2.12 2.87 3.58
H 5.07 1.80 1.40
H -1.62 -2.34 3.10
H 1.41 3.09 0.18
H -3.29 -0.28 -5.52
H -1.25 0.53 2.76
```

Summary:
Multiplicity: 6
Net charge: -1
E: -107327.884 eV
Relative energy (zero: lowest compared OMol25 entry of this formula, charge and spin): 0.000 eV
<S²>: 8.755
M: 549.431 g mol⁻¹

Record 4
Below is C2H2N2O in the gas phase, with properties calculated with the ωB97M-V functional and the def2-TZVPD basis.

```
7
C2H2N2O (the ωB97M-V functional and the def2-TZVPD basis)
O -1.18 -1.16 -0.82
N 2.31 -1.09 -0.24
N -0.43 -0.29 -0.28
C -0.61 0.82 0.38
C 1.27 -0.70 -0.36
H -1.65 1.24 0.55
H 0.29 1.19 0.76
```

Summary:
E: -7128.963 eV
Relative energy (zero: lowest compared OMol25 entry of this formula, charge and spin): 4.881 eV
SMILES string: C=[N+]([O-])C#N
M: 70.051 g mol⁻¹

Record 5
Below is C6H16N2 in the gas phase, with properties calculated with the ωB97M-V functional and the def2-TZVPD basis.

```
24
C6H16N2 (the ωB97M-V functional and the def2-TZVPD basis)
N 0.51 0.50 -2.15
N -0.15 -1.10 0.54
C 0.64 -0.94 -1.82
C -2.19 0.90 1.82
C 0.01 -0.34 1.78
C 1.05 -1.08 -0.35
C 1.77 1.22 -2.27
C -1.38 -0.27 2.42
H -1.94 -1.14 2.07
H 0.29 0.69 1.58
H -1.98 1.85 2.33
H 1.54 -2.05 -0.31
H 1.76 -0.33 0.08
H -0.16 0.67 -2.89
H -3.28 0.79 1.92
H 1.36 -1.37 -2.51
H -0.33 -1.45 -1.91
H 1.53 2.29 -2.29
H 0.64 -1.00 2.38
H -0.88 -0.68 -0.02
H -1.35 -0.30 3.51
H 2.22 1.08 -3.26
H 2.42 0.98 -1.43
H -2.08 1.08 0.75
```

Summary:
E: -9460.562 eV
Relative energy (zero: lowest compared OMol25 entry of this formula, charge and spin): 1.512 eV
SMILES string: CCCNCCNC
M: 116.208 g mol⁻¹

Record 6
Below is a molecular structure, CH3I2NS2, with properties calculated with the ωB97M-V functional and the def2-TZVPD basis.

```
9
CH3I2NS2 (the ωB97M-V functional and the def2-TZVPD basis)
I 3.15 -2.73 1.94
I 1.91 -2.65 -2.14
S 2.19 -1.11 3.26
S 2.75 -0.93 -0.56
N 1.70 0.09 -0.14
C 0.42 0.11 0.44
H 0.40 0.48 1.44
H -0.01 -0.82 0.42
H -0.23 0.85 -0.23
```

Summary:
E: -40444.395 eV
Relative energy (zero: lowest compared OMol25 entry of this formula, charge and spin): 2.516 eV
M: 346.984 g mol⁻¹